# 1
Entry from the Open Molecules 2025 dataset: a 11-piece molecular cluster, C18H61N3O14 overall at a distorted geometry (ωB97M-V/def2-TZVPD).

Atoms and positions in Å:
O1 12.93330 -18.77511 -3.81981
H1 11.71727 -17.74839 -1.38573
N1 15.68166 -12.33415 1.41656
H2 10.33023 -13.96745 -0.56419
C1 14.66407 -15.14077 -3.84663
H3 9.66306 -18.47237 -2.99902
O2 8.22256 -15.48472 -4.41100
C2 17.96089 -15.78083 -7.08609
H4 12.02237 -15.87073 -7.22500
O3 10.15954 -19.24792 -3.40227
O4 16.54406 -14.77928 0.09055
H5 18.76995 -15.72593 -6.34847
N2 10.09233 -16.83134 -2.40452
H6 14.41843 -19.95498 1.88792
H7 13.11108 -17.88920 -4.12350
O5 17.40654 -17.08930 -7.08097
H8 11.45375 -16.32772 -3.92147
O6 15.29643 -20.01000 1.44806
O7 14.40649 -16.33383 -0.95907
H9 13.29446 -13.60899 -4.37507
O8 12.97721 -15.39154 -5.53666
H10 11.97787 -18.84387 -3.76007
H11 11.25372 -16.50612 0.68905
H12 9.13210 -13.62631 -4.67754
H13 15.01747 -20.25866 0.53236
H14 11.87460 -14.12046 -6.69215
C3 13.16991 -11.02100 -0.47796
H15 15.06080 -11.19402 3.12781
H16 17.11962 -18.71034 -1.36043
H17 15.48761 -12.29323 0.45500
O9 15.58747 -20.53225 -3.80653
H18 17.33275 -15.62692 -1.54737
H19 14.80556 -20.26482 -4.32364
H20 15.18191 -15.93655 -0.51362
H21 10.68572 -14.47135 1.03404
H22 15.42979 -21.40687 -3.48363
C4 15.63092 -13.72253 1.94352
C5 17.68896 -15.22267 -0.56711
H23 14.66023 -17.48487 -5.53116
C6 8.40460 -14.13456 -4.01804
H24 13.86470 -15.80302 -3.37585
H25 15.04012 -14.43940 -3.04615
H26 17.99090 -18.43865 0.85264
H27 14.65914 -20.52000 -1.98047
C7 16.75840 -17.51700 -5.85280
H28 12.80820 -11.46843 -1.41543
C8 11.11855 -16.81837 -1.39297
H29 8.79173 -13.93496 -3.00942
H30 9.54900 -20.00842 -3.40923
H31 14.45755 -13.97421 -5.72375
H32 12.76910 -10.77285 2.06109
H33 17.27215 -15.04830 -6.67217
H34 18.22963 -15.94775 0.08613
H35 9.36935 -17.03916 -5.03913
H36 18.29758 -15.47939 -8.08581
H37 14.18680 -10.66757 -0.54159
O10 17.47898 -18.55983 -2.23609
H38 16.76776 -15.55626 2.02314
H39 17.03359 -19.12334 -2.85615
C9 13.81285 -14.40349 -4.94854
C10 15.50762 -16.76796 -5.59360
O11 14.14528 -19.93735 -1.40773
H40 9.91167 -17.62917 0.23606
H41 13.03838 -12.54324 2.36720
C11 10.44420 -16.74152 -0.04161
C12 9.51282 -16.00204 -4.69955
H42 9.90682 -15.40468 -5.58465
H43 13.27305 -14.70897 -7.53086
H44 16.46467 -18.84379 1.00045
O12 17.12332 -18.32872 0.47886
H45 15.53674 -13.60983 3.03383
O13 9.41837 -15.74661 0.02324
H46 15.27434 -16.11019 -6.45579
H47 9.06215 -13.88550 0.68016
H48 15.19794 -10.35406 1.57772
O14 13.08167 -11.99341 0.51121
C13 14.84122 -11.31097 2.05421
H49 18.42165 -14.45393 -0.80998
C14 16.78530 -14.62222 1.43247
C15 12.49557 -15.00105 -6.78610
H50 16.64096 -18.60911 -6.01872
H51 14.77034 -17.08231 -1.49332
H52 16.29060 -16.28766 -3.72932
H53 17.65865 -14.00228 1.59968
H54 12.51206 -10.20438 -0.28451
N3 15.72938 -15.90131 -4.46941
H55 11.76525 -15.95516 -1.54261
H56 10.70997 -14.96938 -3.25534
H57 7.45662 -13.63594 -4.11425
H58 13.62542 -19.47689 -2.10954
C16 9.89374 -14.46914 0.32266
H59 17.41728 -17.37824 -5.00744
H60 14.70348 -14.18314 1.57099
H61 9.26344 -16.33850 -2.05780
C17 10.47859 -15.99754 -3.55810
C18 13.31338 -11.66224 1.79979

Atoms 1-2, force components in eV/Å:
O 0.690 -0.481 0.190
H -0.062 0.473 -0.287

Output
E_HOMO, Eh: -0.308
Multiplicity: 1
Molecular weight, g/mol: 543.7
Energy relative to the best compared isomer or geometry (same formula, charge and spin), kcal/mol: 0.0

=====

# 2
Entry from the Open Molecules 2025 dataset: C18H64CdN4O14 as an isolated structure at a distorted geometry (ωB97M-V/def2-TZVPD).

Atoms and positions in Å:
H1 -2.89603 -3.05135 -5.68916
H2 -1.69796 3.52033 -0.00331
H3 1.28749 -3.11073 -2.47250
C1 0.23794 -0.78381 1.73811
H4 0.63836 0.03525 2.33551
N1 2.25669 2.26254 -2.56478
C2 -5.48822 1.78026 -2.45942
H5 3.44895 0.28558 -0.44398
C3 2.66520 3.61007 -2.11439
H6 -2.90900 -1.21149 -0.06539
H7 -4.66362 1.06884 -2.41430
H8 5.01523 -0.23292 2.25438
H9 -2.72212 0.69136 -1.98762
H10 3.61342 -1.42770 4.95833
H11 -0.34292 -1.82573 4.31012
H12 -2.68266 3.37397 1.45857
H13 1.79801 -3.00865 4.18607
O1 -0.62377 -4.15601 3.52796
C4 3.68958 -2.02276 4.04828
H14 -3.72502 -2.43895 -0.85605
H15 -0.36884 -4.96779 3.08948
H16 -3.00113 -1.27797 -6.12665
H17 4.31749 0.46623 3.65809
H18 0.75432 4.53702 -2.18056
H19 3.43252 5.39666 -2.98295
H20 4.05727 -4.86589 5.21661
O2 1.42089 -4.00814 -2.16737
H21 -7.14184 3.52952 -1.82343
O3 -3.21698 2.18732 -0.05947
O4 -2.95717 -2.66453 2.80067
H22 2.30850 -5.00306 5.51314
H23 1.54702 2.59367 -3.20261
H24 2.18955 1.75092 3.94092
H25 3.57494 1.74602 -0.82236
H26 -6.38079 1.17898 -2.63227
O5 2.12230 -1.02681 -0.08144
O6 3.31628 -1.26564 2.89735
H27 3.44729 3.48889 -1.36491
N2 -6.52419 3.56940 -1.02530
H28 1.70179 4.07826 1.36171
H29 -4.19892 -0.82680 -1.34430
H30 3.16991 -1.63692 -1.63273
H31 -1.40130 -1.77836 -1.98866
C5 0.81727 -0.62512 0.22526
H32 -0.16392 -3.46843 3.04629
C6 -2.38758 -2.08820 -5.73273
H33 -6.15411 4.47828 -1.26421
H34 -3.33663 -2.71551 -3.25925
O7 -0.98539 -1.82207 5.01967
O8 0.80220 3.41255 -0.50245
N3 -1.92347 0.11372 -2.20800
H35 -3.80920 -1.08760 -3.68268
H36 -0.43437 -1.28340 -4.36006
C7 -5.52694 2.52023 -1.04839
C8 1.60794 3.20999 0.70950
C9 3.16953 4.39192 -3.31376
C10 -2.20435 2.81425 0.65480
C11 -4.21063 3.10518 -0.53182
H37 -3.83688 -2.53306 2.44705
O9 0.64404 -1.96700 2.36557
H38 -6.01880 1.79585 -0.39919
H39 0.18138 -1.17245 -0.47057
H40 2.56087 2.75731 0.43546
H41 3.26512 -3.62302 6.16740
H42 2.51630 4.30738 -4.18223
H43 1.81879 5.09023 -0.86672
C12 -2.34397 -1.26632 -2.18179
H44 4.75009 -2.26798 4.10540
Cd1 2.53187 -2.54042 1.41727
C13 -2.94677 -1.72026 -3.47275
H45 -2.37143 -2.41424 2.08619
H46 1.06523 2.45101 1.27298
O10 2.67242 2.57732 3.95290
H47 -3.87134 3.76078 -1.33381
O11 3.75419 -1.30937 -2.31650
H48 0.63371 -4.47594 -2.44617
H49 -0.12866 -0.24939 -3.29741
C14 2.83948 -3.32845 4.15181
O12 0.22009 -0.63461 -4.10128
O13 4.05943 1.02259 -0.42467
H50 0.51758 0.34055 -0.18185
O14 -1.90566 -1.88597 -4.45012
H51 -1.44261 0.24749 -1.32996
H52 -1.61218 2.04175 1.14539
C15 -3.34632 -1.43334 -1.03886
N4 3.03184 -4.08077 2.97000
H53 1.61037 1.93443 -1.86143
C16 3.12792 -4.30784 5.33056
H54 -1.48119 -2.24752 -6.31684
H55 4.06667 3.86825 -3.64394
H56 3.50001 2.36548 4.38468
H57 3.94484 -4.47657 3.14285
H58 -5.33235 2.45524 -3.30097
C17 4.05239 -0.00244 2.71038
H59 -4.48073 3.78217 0.27862
H60 -0.53888 -1.38606 5.74546
H61 3.46306 0.69559 2.11579
C18 1.50488 4.22694 -1.45349
H62 2.34877 -4.82461 2.95608
H63 -0.84721 -0.69174 1.78361
H64 3.49482 -0.39582 -2.43647

Atoms 1-2, force components in eV/Å:
H -0.620 -0.008 -0.623
H 0.706 -0.200 0.260

Output
E_HOMO, Eh: -0.314
Multiplicity: 1
Molecular weight, g/mol: 673.1
Energy relative to the best compared isomer or geometry (same formula, charge and spin), kcal/mol: 0.0